Entry from OMol25: an isolated molecule of C21H21N5O2 at a distorted geometry (the ωB97M-V functional and the def2-TZVPD basis).

* Kohn-Sham gap: 8.32 eV
* spin multiplicity: 1
* SMILES: N#Cc1c(N)n(CC2CC2)c2ccc(Oc3ccc(NC(=O)CN)cc3)cc12
* energy relative to the best compared isomer or geometry (same formula, charge and spin): 28.7 kcal per mole

Atoms and positions in Å:
1 N -2.453 3.142 5.521
2 O 3.205 -4.746 -1.256
3 C -2.420 2.950 4.371
4 O 1.987 1.191 1.491
5 C 4.270 -4.198 -1.540
6 C -2.461 2.774 2.961
7 C -3.598 2.832 2.200
8 C 2.101 -1.087 0.785
9 C 3.758 0.452 0.001
10 C 0.084 1.319 -0.028
11 C -0.113 1.896 2.289
12 C 2.749 -2.123 0.107
13 C 4.414 -0.581 -0.676
14 C -1.202 1.737 -0.304
15 C 2.615 0.209 0.737
16 C 0.665 1.423 1.209
17 C -1.434 2.319 2.045
18 C 3.902 -1.857 -0.647
19 C -1.985 2.177 0.753
20 N -4.849 3.108 2.686
21 N 4.606 -2.863 -1.293
22 N 6.168 -4.286 -3.263
23 N -3.318 2.532 0.831
24 C 5.255 -5.081 -2.360
25 C -4.245 2.510 -0.315
26 C -4.269 -0.051 -0.875
27 C -5.484 0.547 -1.608
28 C -4.987 1.153 -0.323
29 H 1.205 -1.286 1.351
30 H 4.194 1.437 -0.073
31 H 0.618 0.912 -0.895
32 H 0.314 1.985 3.287
33 H 2.377 -3.115 0.261
34 H 5.343 -0.378 -1.153
35 H -1.562 1.711 -1.301
36 H -4.927 3.445 3.668
37 H -5.598 3.353 1.981
38 H 5.479 -2.630 -1.707
39 H 6.916 -4.846 -3.651
40 H 5.622 -3.837 -4.016
41 H 4.657 -5.755 -2.970
42 H 5.901 -5.616 -1.646
43 H -4.880 3.397 -0.243
44 H -3.653 2.602 -1.234
45 H -4.412 -0.982 -0.334
46 H -3.274 0.170 -1.285
47 H -5.354 1.125 -2.522
48 H -6.369 -0.089 -1.626
49 H -5.558 1.000 0.607

Atomic forces in eV per Å
N 0.1 -0.3 -1.6
O 1.1 1.0 0.3
C -0.1 0.4 1.0
O 0.5 -0.2 -0.6
C -1.3 -0.3 -0.5
C 0.5 -0.6 -0.6
C -0.6 0.2 -1.2
C 0.8 -0.2 -0.6
C 0.4 0.1 -0.2
C 0.5 -0.3 -2.0
C -0.1 0.3 -0.7
C -0.2 0.9 0.5
C -0.9 0.6 0.7
C -0.4 0.1 1.2
C -0.4 -0.6 0.0
C -1.0 0.8 2.0
C 1.5 -0.9 0.5
C -0.8 -0.6 0.8
C 0.5 0.3 0.7
N -1.3 0.5 -1.1
N 0.0 -2.6 -0.6
N -1.1 0.4 0.7
N -0.9 0.7 1.4
C 1.2 1.5 -0.6
C 0.1 -1.1 0.7
C 0.0 1.0 -0.5
C 0.4 -0.4 0.3
C -0.3 0.6 0.6
H -0.1 0.0 0.1
H -0.1 0.2 0.2
H 0.2 0.2 0.5
H 0.0 -0.1 -0.3
H 0.0 -0.4 -0.4
H 0.5 0.1 -0.5
H -0.3 -0.2 -0.7
H 0.1 -0.3 -1.5
H 1.3 -0.3 1.7
H 0.7 0.3 -0.3
H -0.2 0.0 0.0
H 0.6 -0.6 0.5
H -0.2 -0.2 0.5
H -0.4 0.0 -0.3
H -0.2 -0.2 -0.1
H -0.1 0.1 0.3
H 0.2 0.1 -0.3
H -0.5 -0.5 0.2
H 0.2 -0.2 0.2
H 0.1 0.4 0.2
H 0.2 0.0 -0.6


Entry from OMol25: C21H21NO10P2Sm as an isolated structure at a distorted geometry (the ωB97M-V functional and the def2-TZVPD basis).

* Kohn-Sham gap (alpha / beta): 6.59 / 6.61 eV
* spin multiplicity: 6
* charge: -1
* expectation value of S²: 8.758
* energy relative to the best compared isomer or geometry (same formula, charge and spin): 16.1 kcal per mole

Atoms and positions in Å:
1 Sm -0.710 0.148 0.115
2 C -0.736 6.461 -0.749
3 O 0.582 6.169 -0.355
4 C 0.992 4.871 -0.423
5 C 2.277 4.617 0.110
6 C 2.735 3.336 0.198
7 C 1.966 2.235 -0.237
8 C 2.355 0.885 0.048
9 C 3.769 0.599 0.525
10 O 1.584 -0.089 -0.076
11 C 0.695 2.491 -0.886
12 O -0.008 1.566 -1.418
13 C 0.263 3.847 -0.965
14 H -0.854 7.534 -0.605
15 H -1.470 5.927 -0.141
16 H -0.903 6.220 -1.802
17 H 2.855 5.450 0.479
18 H 3.700 3.154 0.648
19 H 3.895 0.952 1.547
20 H 4.498 1.089 -0.118
21 H 3.913 -0.480 0.508
22 H -0.719 3.992 -1.386
23 O -2.474 -1.379 1.541
24 P -3.412 -0.059 1.164
25 O -4.831 -0.364 1.361
26 O -2.846 0.415 -0.148
27 O -2.899 0.940 2.352
28 P -1.418 1.627 2.262
29 O -1.405 2.439 3.642
30 O -1.310 2.518 1.085
31 O -0.386 0.522 2.297
32 H -3.017 -2.161 1.407
33 H -1.368 1.813 4.363
34 C 2.149 -4.406 2.079
35 C 1.998 -4.755 0.746
36 C 1.154 -4.046 -0.086
37 C 0.422 -2.943 0.393
38 C 0.596 -2.598 1.751
39 C 1.435 -3.320 2.571
40 N -0.382 -2.144 -0.380
41 C -1.018 -2.603 -1.498
42 C -1.489 -3.921 -1.666
43 C -2.217 -4.277 -2.781
44 C -2.492 -3.353 -3.777
45 C -2.040 -2.046 -3.631
46 C -1.318 -1.670 -2.519
47 H 2.804 -4.974 2.726
48 H 2.559 -5.592 0.343
49 H 1.076 -4.312 -1.131
50 H 0.055 -1.738 2.141
51 H 1.530 -3.040 3.611
52 H -1.302 -4.643 -0.884
53 H -2.584 -5.293 -2.873
54 H -3.050 -3.647 -4.656
55 H -2.254 -1.324 -4.408
56 H -0.942 -0.640 -2.417

Atomic forces in eV per Å
Sm 1.9 -1.9 -2.1
C -0.3 0.1 -0.1
O 0.4 -0.3 0.1
C 0.1 -0.2 -0.1
C 0.1 0.1 0.1
C -0.2 0.0 0.0
C -1.0 0.1 -0.2
C 0.4 -0.4 -0.1
C -0.4 -0.2 -0.2
O 1.3 0.4 0.3
C 1.3 1.0 0.0
O -0.5 0.1 -0.5
C -0.2 -0.1 -0.1
H 0.0 0.0 0.0
H 0.1 -0.1 0.0
H 0.0 0.0 0.0
H 0.1 0.1 0.1
H 0.1 0.0 0.0
H 0.0 0.1 0.1
H 0.1 0.0 0.0
H 0.0 0.0 0.0
H -0.1 0.0 0.0
O -0.6 1.1 0.0
P -1.5 -1.2 1.3
O 0.0 0.1 -0.2
O -1.2 0.4 -0.3
O 0.6 0.1 -0.5
P -0.9 1.5 2.2
O 0.0 0.1 -0.7
O -0.1 -0.3 0.2
O -0.1 0.1 0.7
H 0.1 -0.2 -0.1
H 0.0 -0.2 0.5
C 0.0 -0.1 0.1
C 0.1 -0.1 0.0
C -0.1 0.2 -0.1
C 0.1 -0.2 0.3
C -0.2 0.2 -0.3
C 0.1 -0.1 0.1
N 0.2 0.1 -0.1
C -0.1 0.0 -0.3
C 0.0 0.2 0.2
C 0.0 -0.1 -0.1
C -0.1 0.0 -0.2
C -0.1 0.0 -0.2
C 0.3 0.1 0.4
H 0.0 0.0 0.0
H 0.0 0.0 0.0
H 0.0 0.0 0.0
H 0.1 -0.3 0.1
H 0.0 0.1 0.1
H 0.0 -0.1 0.0
H 0.0 0.0 0.0
H 0.0 0.0 0.0
H 0.0 0.1 0.0
H -0.1 -0.4 -0.3